{"formula": "C40H110N10O10", "method": "ωB97M-V/def2-TZVPD", "species": ["C", "C", "C", "O", "C", "N", "H", "H", "H", "H", "H", "H", "H", "H", "H", "H", "H", "C", "C", "C", "O", "C", "N", "H", "H", "H", "H", "H", "H", "H", "H", "H", "H", "H", "C", "C", "C", "O", "C", "N", "H", "H", "H", "H", "H", "H", "H", "H", "H", "H", "H", "C", "C", "C", "O", "C", "N", "H", "H", "H", "H", "H", "H", "H", "H", "H", "H", "H", "C", "C", "C", "O", "C", "N", "H", "H", "H", "H", "H", "H", "H", "H", "H", "H", "H", "C", "C", "C", "O", "C", "N", "H", "H", "H", "H", "H", "H", "H", "H", "H", "H", "H", "C", "C", "C", "O", "C", "N", "H", "H", "H", "H", "H", "H", "H", "H", "H", "H", "H", "C", "C", "C", "O", "C", "N", "H", "H", "H", "H", "H", "H", "H", "H", "H", "H", "H", "C", "C", "C", "O", "C", "N", "H", "H", "H", "H", "H", "H", "H", "H", "H", "H", "H", "C", "C", "C", "O", "C", "N", "H", "H", "H", "H", "H", "H", "H", "H", "H", "H", "H"], "coordinates": [[17.43310, 16.42158, 18.86750], [16.00287, 16.39530, 18.29533], [14.99136, 17.09216, 19.21003], [15.44108, 18.42462, 19.40130], [14.46676, 19.36109, 19.81911], [16.02261, 16.94278, 16.99357], [17.38445, 16.11737, 19.94110], [17.81431, 17.42038, 18.73661], [17.99102, 15.69342, 18.28874], [15.59665, 15.37474, 18.24881], [14.99243, 16.54304, 20.12724], [13.99326, 17.08035, 18.73801], [14.81814, 20.39148, 19.62137], [14.31736, 19.27092, 20.92176], [13.51200, 19.25590, 19.26599], [16.49291, 17.84461, 16.98146], [15.03194, 17.09545, 16.77098], [12.72749, 20.07643, 15.31356], [13.35719, 18.72105, 15.48915], [12.22754, 17.78778, 15.90260], [12.84153, 16.57664, 16.37945], [11.99558, 15.89844, 17.30750], [13.95812, 18.18044, 14.32904], [13.52843, 20.66900, 14.85783], [12.53617, 20.56052, 16.30308], [11.88836, 20.04038, 14.58380], [14.01474, 18.71163, 16.38969], [11.64885, 17.66182, 14.97054], [11.61290, 18.23105, 16.68121], [12.44468, 15.06435, 17.79218], [11.10748, 15.53087, 16.74353], [11.59331, 16.60343, 18.02467], [13.97641, 17.16008, 14.30665], [14.90206, 18.51565, 14.30566], [11.19866, 14.36623, 20.70721], [11.50211, 12.87182, 20.89610], [10.22248, 12.05165, 20.85984], [10.51108, 10.64200, 20.86564], [9.43862, 9.80692, 20.93672], [12.42038, 12.32652, 19.91533], [12.13576, 14.90604, 20.66057], [10.68404, 14.77776, 21.58954], [10.75698, 14.65540, 19.76512], [11.97923, 12.71346, 21.86803], [9.75572, 12.32001, 19.90836], [9.48488, 12.26135, 21.67315], [9.64626, 8.76997, 20.66673], [8.68121, 10.14068, 20.14044], [8.94665, 9.80826, 21.97729], [12.18118, 12.67803, 19.00461], [12.29172, 11.32201, 19.89158], [15.78879, 21.04013, 16.77569], [16.77542, 21.42701, 15.72355], [16.77082, 20.43523, 14.53164], [16.93647, 19.05104, 14.88617], [18.29090, 18.69069, 15.03246], [16.62455, 22.81197, 15.31232], [15.70356, 21.79585, 17.53109], [16.09173, 20.06625, 17.21202], [14.87168, 20.92425, 16.26647], [17.78147, 21.33856, 16.12614], [17.56988, 20.73925, 13.76769], [15.76596, 20.52814, 14.03850], [18.31061, 17.61379, 15.41238], [18.84012, 19.31373, 15.77410], [18.83854, 18.79457, 14.07246], [15.65302, 23.03876, 15.03650], [17.31216, 23.08908, 14.59606], [12.69206, 23.65205, 15.17566], [13.03378, 23.44362, 13.71183], [11.78149, 23.07154, 12.84518], [10.69800, 23.99067, 13.05229], [9.53767, 23.85372, 12.24766], [13.80526, 24.57484, 13.24846], [11.91549, 22.88663, 15.37610], [12.31870, 24.68397, 15.29932], [13.51480, 23.44573, 15.86700], [13.74814, 22.63017, 13.56165], [11.44149, 22.04219, 13.17794], [12.08125, 23.06343, 11.82891], [9.13224, 24.84071, 12.20642], [8.83243, 23.11049, 12.61494], [9.83801, 23.44506, 11.26074], [13.95730, 24.40477, 12.27648], [13.30781, 25.48060, 13.32280], [8.91841, 12.70355, 13.25679], [8.95150, 14.09498, 13.82434], [10.05911, 14.96807, 13.25221], [11.30828, 14.35160, 13.61985], [12.37422, 14.97047, 12.92018], [7.68013, 14.82522, 13.71207], [8.67715, 12.68272, 12.17445], [8.12937, 12.16701, 13.78919], [9.85587, 12.13686, 13.49517], [9.10317, 13.96867, 14.90564], [10.06597, 15.97528, 13.64314], [9.93240, 15.06200, 12.15555], [13.27394, 14.52000, 13.38388], [12.38345, 16.05652, 13.05752], [12.30946, 14.65996, 11.89497], [7.44128, 14.95880, 12.72588], [6.96782, 14.30377, 14.18432], [16.79366, 18.16257, 11.23877], [16.28732, 16.82667, 11.78164], [16.64079, 15.72524, 10.76173], [15.93032, 15.85588, 9.54278], [14.63591, 15.33529, 9.76596], [16.79271, 16.59222, 13.09345], [16.41030, 18.96740, 11.92840], [16.35569, 18.25600, 10.27220], [17.86104, 18.27533, 11.24182], [15.12154, 16.87068, 11.81862], [16.56057, 14.71516, 11.11987], [17.69582, 15.86035, 10.45838], [14.00106, 15.76151, 8.99074], [14.13200, 15.57831, 10.68025], [14.62631, 14.27714, 9.56931], [16.37585, 15.76793, 13.46915], [16.59178, 17.36654, 13.75353], [8.01237, 14.97905, 17.95602], [7.40287, 16.36331, 17.64635], [8.44795, 17.48175, 17.61770], [9.23555, 17.55760, 18.74505], [8.54337, 17.87491, 19.89482], [6.79882, 16.44566, 16.31954], [8.51908, 14.88363, 18.91254], [8.67178, 14.62258, 17.17743], [7.16446, 14.32257, 18.06999], [6.58063, 16.56478, 18.33492], [7.82477, 18.37021, 17.42059], [9.06866, 17.32105, 16.71661], [8.12388, 16.99903, 20.39560], [7.77907, 18.63517, 19.80814], [9.31394, 18.21958, 20.58033], [7.22990, 15.90461, 15.59729], [5.76624, 16.18752, 16.24930], [14.32222, 20.67483, 7.59327], [13.03958, 20.45717, 8.26814], [13.19773, 19.72471, 9.62059], [12.01893, 19.77502, 10.34822], [11.96730, 18.85001, 11.44059], [12.39324, 21.73541, 8.41408], [14.83374, 21.41667, 8.18536], [14.13688, 20.90413, 6.51654], [14.85216, 19.67227, 7.57986], [12.27594, 19.90746, 7.70404], [14.04832, 20.21293, 10.19309], [13.61824, 18.72983, 9.42232], [12.03552, 17.87873, 10.95524], [11.10052, 18.92167, 12.03026], [12.83810, 18.97363, 12.07860], [12.90772, 22.47493, 8.81204], [11.45317, 21.67612, 8.77841], [14.96952, 13.29775, 15.35319], [14.24956, 12.38494, 16.39488], [12.75424, 12.47236, 16.10232], [12.07147, 11.76635, 17.12755], [10.66325, 11.60373, 16.95751], [14.61143, 10.93575, 16.20453], [15.99841, 13.31876, 15.60508], [14.55068, 14.30514, 15.42539], [14.83641, 12.94433, 14.32384], [14.50693, 12.70644, 17.39985], [12.62538, 12.01953, 15.11467], [12.34125, 13.50428, 16.03500], [10.14520, 12.62261, 17.05661], [10.29072, 10.95122, 17.75271], [10.47209, 11.13520, 15.97330], [15.59689, 10.80683, 15.92147], [14.42957, 10.41444, 17.06000]], "max_force_ev_per_a": 3.177, "gap_ev": 9.28, "e_tot_ev": -78633.3059, "smiles": "COC[C@H](C)N.COC[C@H](C)N.COC[C@H](C)N.COC[C@H](C)N.COC[C@H](C)N.COC[C@H](C)N.COC[C@H](C)N.COC[C@H](C)N.COC[C@H](C)N.COC[C@H](C)N", "total_charge": 0, "e_lumo_ev": 0.525}

***

{"formula": "C40H111F2FeN6O26S2V", "method": "ωB97M-V/def2-TZVPD", "species": ["Fe", "O", "V", "O", "O", "C", "O", "O", "H", "O", "C", "O", "O", "H", "N", "S", "O", "O", "F", "S", "O", "O", "F", "C", "C", "C", "O", "C", "N", "H", "H", "H", "H", "H", "H", "H", "H", "H", "H", "H", "C", "C", "C", "O", "C", "N", "H", "H", "H", "H", "H", "H", "H", "H", "H", "H", "H", "C", "C", "C", "O", "C", "N", "H", "H", "H", "H", "H", "H", "H", "H", "H", "H", "H", "C", "C", "C", "O", "C", "N", "H", "H", "H", "H", "H", "H", "H", "H", "H", "H", "H", "C", "C", "C", "O", "C", "N", "H", "H", "H", "H", "H", "H", "H", "H", "H", "H", "H", "C", "C", "O", "H", "H", "H", "H", "H", "H", "C", "C", "O", "H", "H", "H", "H", "H", "H", "C", "C", "O", "H", "H", "H", "H", "H", "H", "C", "C", "O", "H", "H", "H", "H", "H", "H", "C", "C", "O", "H", "H", "H", "H", "H", "H", "C", "C", "O", "H", "H", "H", "H", "H", "H", "C", "C", "O", "H", "H", "H", "H", "H", "H", "C", "C", "O", "H", "H", "H", "H", "H", "H", "C", "C", "O", "H", "H", "H", "H", "H", "H"], "coordinates": [[-3.89313, 0.26328, 0.66861], [-0.43326, 1.14017, 2.55710], [-0.85185, 2.31884, 1.54955], [0.42625, 2.94417, 0.78464], [-4.69063, 4.16125, 2.04930], [-3.91526, 3.12673, 1.58228], [-4.55279, 2.13802, 1.18443], [-2.65977, 3.33596, 1.47101], [-5.50608, 4.09854, 1.53254], [-0.32768, -0.74833, -0.40212], [-1.39862, -0.22740, 0.07294], [-1.56476, 1.09529, 0.22949], [-2.43025, -0.98422, 0.34265], [1.42431, -0.01435, -0.47753], [-4.03865, -0.44072, 2.87965], [-4.16066, -1.96996, 3.13289], [-3.03386, -2.59629, 3.73999], [-4.54633, -2.66151, 1.95430], [-5.32437, -2.27798, 4.11430], [-4.04519, 0.51529, 4.08127], [-3.13417, 1.62302, 3.79171], [-4.15924, -0.05534, 5.38118], [-5.54071, 1.33037, 3.86910], [2.36383, -3.53182, -3.17760], [1.66902, -4.79013, -3.60922], [2.61261, -5.75544, -4.45579], [2.96331, -4.96778, -5.59183], [4.10678, -5.49148, -6.27936], [1.17689, -5.54573, -2.41474], [1.83932, -3.00309, -2.31744], [2.51897, -2.87448, -4.00129], [3.26041, -3.91919, -2.69485], [0.82567, -4.56909, -4.28046], [2.08933, -6.62059, -4.79772], [3.49174, -6.00272, -3.91167], [4.97002, -5.46326, -5.58734], [4.28206, -4.87332, -7.16461], [3.96377, -6.55379, -6.58826], [0.69302, -4.96224, -1.76063], [0.65684, -6.34539, -2.66905], [4.21039, 1.74306, -0.19896], [3.28838, 0.63599, 0.25803], [2.77719, 0.84334, 1.70446], [3.87604, 0.73597, 2.65136], [3.66659, -0.30573, 3.58974], [2.02261, 0.79105, -0.55456], [3.53278, 2.57368, -0.43264], [4.74005, 1.48995, -1.06213], [5.00033, 2.02556, 0.50445], [3.57901, -0.39052, -0.02078], [1.98127, 0.15212, 1.95101], [2.45975, 1.86439, 1.73679], [3.71424, -1.28262, 2.99851], [2.74543, -0.02262, 4.19625], [4.57811, -0.21209, 4.22790], [2.18041, 1.07227, -1.58158], [1.41219, 1.55148, -0.20820], [-5.96708, 0.90223, -3.26073], [-5.68047, 0.90758, -1.75737], [-6.46871, -0.19304, -1.02623], [-5.91631, -0.31940, 0.30885], [-6.84939, -0.34182, 1.39819], [-4.23832, 0.64600, -1.44853], [-5.54515, 1.76298, -3.76359], [-7.03344, 1.00194, -3.51699], [-5.64564, -0.08521, -3.74247], [-5.91990, 1.92129, -1.31925], [-6.49581, -1.21032, -1.45264], [-7.48857, 0.15436, -0.94184], [-6.36071, -0.05417, 2.37178], [-7.17319, -1.35906, 1.43740], [-7.64178, 0.39065, 1.13510], [-3.85080, 0.02878, -2.11723], [-3.78914, 1.56080, -1.64850], [-5.55951, -4.86544, -5.72699], [-5.57269, -5.45244, -4.27889], [-5.86750, -4.37503, -3.24234], [-5.09694, -3.22217, -3.33173], [-4.13143, -3.03360, -2.24076], [-6.40826, -6.67194, -4.20186], [-6.54947, -4.54763, -5.96977], [-5.38115, -5.69829, -6.41447], [-4.85748, -4.01204, -5.91629], [-4.49139, -5.78560, -4.03875], [-5.61302, -4.74415, -2.20769], [-6.86268, -4.05662, -3.25742], [-4.71459, -2.91041, -1.32523], [-3.48740, -2.23387, -2.48763], [-3.56983, -3.98898, -2.12950], [-6.55553, -7.00114, -3.20745], [-7.33408, -6.42651, -4.55562], [-0.49616, 6.01147, 4.19515], [-0.79279, 5.17481, 2.98078], [-0.04568, 5.74330, 1.78572], [-0.39962, 7.08463, 1.52560], [0.55295, 7.68230, 0.65152], [-0.51720, 3.73712, 3.23239], [0.52796, 5.90369, 4.53835], [-1.31533, 5.79773, 4.98401], [-0.70507, 7.06142, 3.99496], [-1.91303, 5.29905, 2.82837], [-0.25484, 5.17132, 0.88078], [1.03923, 5.75960, 1.94646], [1.56044, 7.82237, 1.21377], [0.07619, 8.60205, 0.30983], [0.68824, 7.07097, -0.24232], [-1.07451, 3.38365, 3.99239], [0.45659, 3.62277, 3.47190], [4.22837, -2.88529, 0.54538], [2.73321, -3.17189, 0.56726], [1.88240, -2.01209, 0.22406], [4.61828, -2.76471, -0.46995], [4.81890, -3.72839, 0.99061], [4.47848, -2.04040, 1.13814], [2.32164, -3.55877, 1.47219], [2.43578, -4.01179, -0.13477], [1.11701, -2.46291, -0.20437], [6.86720, 5.88018, -0.35423], [6.78300, 4.40639, -0.11332], [7.82290, 4.04037, 0.80370], [6.21723, 6.31170, -1.10971], [7.91418, 6.06557, -0.58778], [6.52909, 6.51246, 0.47432], [6.88687, 3.94517, -1.06285], [5.77914, 4.14596, 0.34531], [7.54748, 3.26524, 1.30541], [-1.18556, 1.69301, 8.87464], [-1.45584, 2.84526, 7.92555], [-1.11744, 2.44070, 6.49560], [-1.01425, 2.00973, 9.92740], [-0.21665, 1.24860, 8.59038], [-1.88551, 0.90446, 8.81034], [-0.79419, 3.68674, 8.17604], [-2.44436, 3.22638, 7.90951], [-1.69868, 1.69535, 6.31702], [-1.56022, -5.48608, 0.32122], [-1.07729, -4.07108, 0.53213], [-0.64352, -3.50510, -0.68644], [-0.74859, -6.10943, -0.04354], [-2.30771, -5.58679, -0.44472], [-1.97342, -5.85234, 1.28017], [-0.30462, -4.11489, 1.34996], [-1.79065, -3.36369, 0.94104], [-0.68703, -2.53065, -0.61320], [0.20942, -0.84584, 5.14256], [0.21049, -1.84553, 4.06277], [-0.27975, -3.09631, 4.49627], [0.36530, 0.13649, 4.74834], [0.92388, -1.01072, 5.92677], [-0.71871, -0.88612, 5.74142], [1.24131, -1.99705, 3.70096], [-0.32975, -1.42135, 3.26614], [-1.26011, -3.00854, 4.51143], [4.27497, -0.70892, -3.59221], [4.02402, -0.73482, -5.08447], [3.00603, 0.15472, -5.40836], [4.84894, 0.23869, -3.48848], [5.00695, -1.48407, -3.39469], [3.32548, -0.81334, -3.05949], [3.69103, -1.73245, -5.31415], [4.94412, -0.47174, -5.63178], [2.62098, -0.17799, -6.22643], [3.15763, 4.17134, -3.56024], [1.99075, 3.21097, -3.35185], [2.48300, 1.91335, -3.03733], [2.91483, 5.05006, -4.16356], [3.96356, 3.77390, -4.13598], [3.52304, 4.63076, -2.60098], [1.37951, 3.27202, -4.22816], [1.34535, 3.55994, -2.51191], [2.61510, 1.32327, -3.78928], [-2.11370, -0.80805, -5.28598], [-1.11680, -1.27013, -4.23403], [-1.36260, -0.47170, -3.06864], [-3.07481, -0.85221, -4.80986], [-2.06404, -1.38035, -6.26581], [-1.93030, 0.25837, -5.40776], [-0.16116, -1.16760, -4.75469], [-1.20575, -2.33446, -3.93824], [-0.80831, -0.71813, -2.29564], [5.67600, 3.01825, 5.20281], [5.93190, 3.65758, 3.84056], [6.14649, 2.66931, 2.84941], [6.07207, 3.72010, 5.95915], [6.37260, 2.13580, 5.25995], [4.65266, 2.60611, 5.23488], [6.89721, 4.22393, 3.89625], [5.12997, 4.45165, 3.73809], [5.24388, 2.26722, 2.60952]], "max_force_ev_per_a": 5.441, "gap_ev": [8.78, 8.64], "e_tot_ev": -192636.1874, "total_charge": 0, "spin_multiplicity": 5, "e_lumo_ev": [-0.074, -0.085]}